The following is a quantum chemistry calculation of C3H6N2O2 in the gas phase, from the Open Molecules 2025 dataset.

Values from the calculation:
SMILES string	[H]/N=C(\NC=O)OC
E_tot	-10283.2500	eV
Kohn-Sham gap	10.978	eV
ΔE to the lowest compared entry with this formula, charge and spin	149.3	kJ/mol
LUMO level	0.79	eV

Cartesian coordinates (Å):
H: -1.5628 0.6736 -1.3728
N: -1.0658 -0.1532 -1.0688
C: -0.1817 0.0194 -0.1813
N: 0.2692 1.1323 0.5392
C: -0.0344 2.4689 0.6218
O: 0.5852 3.1642 1.3950
O: 0.5797 -0.9918 0.2848
C: 0.3457 -2.2829 -0.2551
H: 1.0035 0.9093 1.2005
H: -0.8339 2.8718 -0.0183
H: 1.0254 -2.9411 0.2899
H: 0.5668 -2.2909 -1.3249
H: -0.6969 -2.5796 -0.1099

In the Löwdin picture, each atom carries the following charge in e: 0.05, 0.17, -0.49, 0.13, -0.31, 0.04, -0.08, -0.07, 0.15, 0.14, 0.09, 0.09, 0.09